# 1
This record from the OMol25 dataset describes a structure of composition C54H136CrN8O26 in a non-equilibrium geometry. The level of theory is ωB97M-V/def2-TZVPD.

Calculated values
E_LUMO (spin up / spin down), eV: -7.01 / -7.01
Expectation value of S²: 6.014
Multiplicity: 5
Max |F|, eV Å⁻¹: 9.3
Kohn-Sham gap (spin up / spin down), eV: 1.25 / 8.32
Total charge: +6

CARTESIAN COORDINATES (ANGSTROEM)
Cr1 0.73443 1.40981 3.58971
C1 -1.44180 4.17976 10.38118
O1 -1.46292 3.30289 9.25993
C2 -1.14749 1.94527 9.52068
C3 -2.26537 0.98341 9.45022
N1 -2.96401 1.08998 8.08690
H1 -3.41246 2.00491 8.02662
H2 -2.23729 1.04138 7.38082
C4 -4.16657 0.17137 7.82572
C5 -5.35874 0.41684 8.74790
O2 -5.58706 1.82830 8.62703
C6 -6.49373 2.47614 9.52611
H3 -0.60854 3.94749 10.98643
H4 -2.34990 3.98727 10.94444
H5 -1.42905 5.24115 10.01334
H6 -0.62743 1.92859 10.48727
H7 -0.35009 1.67359 8.77649
H8 -2.98040 1.25213 10.19052
H9 -1.86844 -0.06245 9.62741
H10 -3.85467 -0.85098 7.84234
H11 -4.41427 0.42278 6.79677
H12 -5.09759 0.02961 9.76457
H13 -6.12365 -0.24123 8.28411
H14 -7.19154 3.19837 8.99505
H15 -6.02127 3.06436 10.30942
H16 -7.09109 1.77253 10.11309
C7 1.12211 7.63896 4.45548
O3 0.68576 7.08816 3.25993
C8 0.29836 8.12510 2.37570
C9 1.45532 8.67490 1.53924
N2 2.21217 7.58186 0.86939
H17 2.40083 6.77918 1.51744
H18 1.62934 7.29540 0.11227
C10 3.46752 8.06322 0.26355
C11 4.43674 8.57012 1.34730
O4 4.26891 7.74971 2.49839
C12 4.77581 8.34255 3.71102
H19 0.40493 7.46799 5.27284
H20 1.26423 8.72522 4.41320
H21 2.12037 7.22117 4.75875
H22 -0.21201 8.96498 2.99496
H23 -0.54665 7.84963 1.72946
H24 2.13478 9.16007 2.22807
H25 1.12413 9.37811 0.78511
H26 3.20891 8.90760 -0.43970
H27 3.84996 7.18216 -0.34106
H28 4.19305 9.64166 1.52685
H29 5.44495 8.52055 0.94088
H30 4.76247 7.56924 4.50919
H31 4.23374 9.22049 4.04150
H32 5.86905 8.47804 3.52232
C13 -3.56739 2.82246 -0.32837
O5 -3.24201 2.93429 1.05406
C14 -2.40162 3.92965 1.70266
C15 -3.15986 4.77714 2.76849
N3 -4.22236 3.91586 3.40630
H33 -4.68284 3.54399 2.57902
H34 -3.85877 3.12809 3.86106
C16 -5.21830 4.65077 4.31960
C17 -4.48874 4.98088 5.62967
O6 -3.56361 5.96324 5.45357
C18 -4.07551 7.27653 5.27658
H35 -2.77479 2.23466 -0.84519
H36 -3.54989 3.76593 -0.85941
H37 -4.48522 2.27905 -0.28766
H38 -1.91516 4.57940 0.98277
H39 -1.58246 3.34411 2.21666
H40 -3.75502 5.66089 2.39760
H41 -2.42428 5.17546 3.45224
H42 -6.01455 3.97235 4.51623
H43 -5.48011 5.55692 3.72254
H44 -3.92752 4.15503 6.06595
H45 -5.27498 5.23669 6.37052
H46 -3.55210 8.07410 5.86478
H47 -5.07818 7.37719 5.63354
H48 -4.06162 7.57783 4.21554
C19 7.51602 4.60264 7.07301
O7 7.16303 3.30980 6.69244
C20 7.49264 2.23854 7.58056
C21 8.48102 1.28258 6.95099
N4 8.08064 0.87064 5.60660
H49 7.06324 0.90764 5.43724
H50 8.51601 1.59351 5.04858
C22 8.60676 -0.49040 5.22246
C23 7.68820 -1.54652 5.83797
O8 6.31989 -1.11777 5.69152
C24 5.37075 -2.17565 5.95829
H51 8.22812 5.02853 6.36584
H52 7.97592 4.61182 8.04019
H53 6.59775 5.17987 6.96218
H54 6.50024 1.77939 7.83613
H55 7.91836 2.60887 8.54782
H56 8.62275 0.42437 7.62959
H57 9.47092 1.72162 6.82046
H58 9.58179 -0.62932 5.69514
H59 8.59575 -0.59517 4.11490
H60 7.79279 -1.56099 6.92441
H61 7.86522 -2.43043 5.36223
H62 5.60309 -3.06348 5.38377
H63 4.37837 -1.76013 5.79495
H64 5.43112 -2.36455 7.05875
C25 -9.26029 0.00797 -5.95680
O9 -10.06011 0.84800 -6.86176
C26 -10.60477 2.06168 -6.32238
C27 -9.90635 3.14824 -7.22391
N5 -10.77491 3.71714 -8.37188
H65 -11.41110 4.46669 -7.98344
H66 -10.13560 4.33952 -8.91215
C28 -11.54084 2.90312 -9.38897
C29 -12.80861 2.11090 -9.04868
O10 -13.85833 2.95050 -8.66791
C30 -14.96457 2.28375 -7.92314
H67 -8.91588 -0.62429 -6.72189
H68 -10.21795 -0.79889 -5.57540
H69 -8.35163 0.71403 -5.65494
H70 -10.34030 2.08194 -5.29039
H71 -11.72124 1.95929 -6.33397
H72 -8.99524 2.76331 -7.63162
H73 -9.68985 3.90242 -6.47619
H74 -10.75853 2.22588 -9.82579
H75 -11.68074 3.76597 -10.03051
H76 -12.58489 1.27460 -8.38303
H77 -13.04435 1.71854 -10.09820
H78 -14.70628 1.24538 -7.67325
H79 -15.85088 2.51883 -8.57851
H80 -15.18071 2.94222 -7.00588
C31 -8.29255 -12.24722 -4.11178
O11 -8.03475 -12.75307 -2.99939
C32 -7.56123 -11.88778 -1.91810
C33 -7.53421 -12.48371 -0.57769
N6 -8.54143 -11.91190 0.32681
H81 -8.84816 -10.88528 0.23145
H82 -9.35313 -12.55524 0.15377
C34 -8.11657 -12.03777 1.81641
C35 -6.84628 -11.27729 2.14944
O12 -6.87403 -9.89338 2.16569
C36 -5.67588 -8.92429 2.35987
H83 -7.95816 -11.17306 -4.19846
H84 -9.60442 -11.91505 -4.25698
H85 -7.83483 -12.88657 -4.94358
H86 -7.91741 -10.91236 -2.23691
H87 -6.51940 -11.86842 -2.37047
H88 -6.54046 -12.33976 -0.14302
H89 -7.58013 -13.59244 -0.61627
H90 -7.92982 -13.10666 2.08173
H91 -8.95000 -11.61605 2.35111
H92 -5.62910 -11.36468 2.02805
H93 -6.45183 -11.49360 3.27228
H94 -5.21076 -9.28848 3.33322
H95 -6.11537 -7.90525 2.41007
H96 -5.12860 -9.08799 1.47856
C37 13.57937 -5.93523 -8.75319
O13 14.55020 -4.99251 -8.90073
C38 14.12240 -3.59334 -8.98814
C39 15.23752 -2.64729 -8.55364
N7 15.25981 -1.66069 -7.35550
H97 16.05778 -0.99815 -7.58391
H98 14.37441 -1.09355 -7.51003
C40 15.53573 -2.08337 -5.80385
C41 15.57238 -0.87652 -4.72023
O14 14.32752 -1.02587 -4.09827
C42 13.92251 -0.09098 -3.11536
H99 13.79119 -6.80263 -9.48795
H100 12.55437 -5.54533 -8.57946
H101 13.85904 -6.71909 -8.03710
H102 13.25528 -3.49453 -8.36472
H103 13.88969 -3.59403 -10.04755
H104 15.40737 -1.94085 -9.33200
H105 16.21146 -3.14777 -8.41237
H106 16.45692 -2.67153 -5.89224
H107 14.78171 -2.78943 -5.59216
H108 15.67395 -0.02541 -5.34411
H109 16.49643 -1.11192 -4.14973
H110 12.87011 -0.24385 -3.13589
H111 14.03997 1.01019 -3.28012
H112 14.10320 -0.43454 -1.95909
C43 -0.59037 -7.18107 -13.50013
O15 -0.00051 -6.55898 -12.39247
C44 1.04489 -5.67861 -12.67845
C45 2.04440 -5.63524 -11.49302
N8 1.44552 -5.02817 -10.22365
H113 0.82935 -4.24170 -10.58467
H114 0.89378 -5.79040 -9.80985
C46 2.54118 -4.55900 -9.29253
C47 1.96157 -4.30569 -7.94809
O16 0.66881 -3.76497 -7.96582
C48 0.09678 -2.90485 -6.74702
H115 -0.07114 -7.00666 -14.43756
H116 -1.69733 -7.03955 -13.50675
H117 -0.50603 -8.25076 -13.27740
H118 0.58072 -4.68405 -13.01452
H119 1.49551 -6.05429 -13.62551
H120 2.98469 -5.15737 -11.76240
H121 2.27490 -6.62635 -11.07222
H122 2.94662 -3.59797 -9.63565
H123 3.36365 -5.28076 -9.23528
H124 2.53489 -3.71427 -7.16515
H125 1.83467 -5.18503 -7.21999
H126 0.18724 -3.64311 -5.88120
H127 -0.93583 -2.41657 -7.05526
H128 0.66763 -1.99592 -6.76679
C49 2.26911 4.05763 5.66064
C50 1.59141 2.92457 5.03682
O17 2.27117 2.26629 4.09531
O18 0.41092 2.44282 5.12735
H129 1.62150 4.93726 5.31724
H130 3.32499 4.08906 5.34790
H131 2.09307 4.09369 6.71462
C51 -3.10584 -0.25484 2.83866
C52 -2.15555 0.66961 3.66501
O19 -0.95945 0.77741 3.11630
O20 -2.55153 1.14340 4.67950
H132 -3.40405 0.30737 1.90168
H133 -3.98848 -0.52418 3.40438
H134 -2.58533 -1.18929 2.62677
O21 1.82920 -1.88757 4.38745
C53 1.36712 -0.71665 4.16914
O22 0.68949 0.01897 4.99749
O23 1.49773 -0.36093 2.91315
H135 1.66496 -2.43427 5.20850
O24 1.94322 1.81362 0.73117
C54 1.58516 2.92734 1.40610
O25 1.87640 4.16230 1.41454
O26 0.62705 2.59953 2.25387
H136 2.67701 2.07973 0.17903

---

# 2
This record from the OMol25 dataset describes an isolated molecule of CH5BS in a non-equilibrium geometry. The level of theory is ωB97M-V/def2-TZVPD.

Calculated values
E_LUMO, eV: 0.51
Max |F|, eV Å⁻¹: 3.8
Energy above the lowest of the compared OMol25 structures with the same formula, charge and spin, kJ/mol: 188.48
Kohn-Sham gap, eV: 10.15
Total charge: 0

CARTESIAN COORDINATES (ANGSTROEM)
B1 0.21034 0.21036 0.91656
C1 -0.46326 -0.66797 -0.51306
S1 1.07708 0.39847 -0.76819
H1 -0.45042 1.18444 1.44029
H2 0.72181 -0.42300 1.73264
H3 -1.29369 -0.36281 -1.13366
H4 0.01226 -1.66355 -0.64378
H5 0.18587 1.32407 -1.03081

---

# 3
This record from the OMol25 dataset describes a cluster of 2 separate species, C4H12 in total in a non-equilibrium geometry. The level of theory is ωB97M-V/def2-TZVPD.

Calculated values
E_LUMO, eV: 1.16
Max |F|, eV Å⁻¹: 2.0
SMILES string: CC.CC
Energy above the lowest of the compared OMol25 structures with the same formula, charge and spin, kJ/mol: 38.97
Kohn-Sham gap, eV: 12.87
Total charge: 0

CARTESIAN COORDINATES (ANGSTROEM)
C1 1.75040 0.08567 0.41243
C2 1.78558 -0.83420 1.66278
H1 2.59088 0.77371 0.48237
H2 1.94857 -0.52705 -0.46108
H3 0.82399 0.63709 0.52523
H4 2.44020 -1.69383 1.53687
H5 0.77866 -1.18823 1.85845
H6 2.07335 -0.26881 2.54962
C3 -1.91768 -0.39333 -0.99649
C4 -1.58821 1.11414 -1.08372
H7 -3.00344 -0.49047 -0.93401
H8 -1.71140 -0.74069 -2.00467
H9 -1.41294 -0.88098 -0.17322
H10 -2.21284 1.46101 -1.90605
H11 -1.78537 1.68849 -0.18301
H12 -0.55975 1.25750 -1.28549

---

# 4
This record from the OMol25 dataset describes an isolated molecule of C4H6O2. The level of theory is ωB97M-V/def2-TZVPD.

Calculated values
E_LUMO, eV: 0.98
Max |F|, eV Å⁻¹: 0.6
SMILES string: O=C[C@H]1C[C@H]1O
Energy above the lowest of the compared OMol25 structures with the same formula, charge and spin, kJ/mol: 159.77
Kohn-Sham gap, eV: 10.70
Total charge: 0

CARTESIAN COORDINATES (ANGSTROEM)
C1 -1.01176 -0.09630 -0.62953
C2 0.49011 -0.32779 -0.59257
C3 -0.14205 1.02919 -0.23180
O1 -0.10927 1.49263 1.06370
C4 0.99491 -1.05030 0.59371
O2 0.35112 -1.18244 1.61776
H1 -1.55419 -0.66090 0.12901
H2 -0.59786 0.82464 1.55923
H3 -1.51409 -0.00732 -1.58437
H4 1.04962 -0.42610 -1.51727
H5 0.00902 1.83103 -0.94844
H6 2.03444 -1.42635 0.54057

---

# 5
This record from the OMol25 dataset describes a structure of composition C24H27AsClIIrO3P in a non-equilibrium geometry. The level of theory is ωB97M-V/def2-TZVPD.

Calculated values
E_LUMO (spin up / spin down), eV: -9.65 / -12.68
Expectation value of S²: 8.784
Multiplicity: 6
Max |F|, eV Å⁻¹: 5.7
Energy above the lowest of the compared OMol25 structures with the same formula, charge and spin, kJ/mol: 38.51
Kohn-Sham gap (spin up / spin down), eV: 5.97 / 3.99
Total charge: +3

CARTESIAN COORDINATES (ANGSTROEM)
C1 2.00189 -0.33527 2.52985
C2 0.51968 -0.31527 2.86540
H1 2.54101 0.48236 3.00767
H2 2.17121 -0.29653 1.45646
H3 2.40885 -1.24980 2.97266
O1 0.15010 0.42748 3.76815
I1 -2.82131 -1.77869 1.03182
Ir1 0.16739 0.73407 -2.09131
P1 0.27751 1.60221 -4.05361
C3 -0.47349 3.22941 -3.76420
C4 2.08430 1.32641 -3.88072
H4 -0.21538 -0.57684 -5.00920
H5 -1.37988 0.71220 -5.52801
H6 -1.44127 0.01718 -3.82335
C5 -0.79862 0.29822 -4.69049
H7 2.32247 0.25359 -3.85410
H8 2.51191 1.82031 -4.75051
H9 -0.29964 3.89183 -4.61311
H10 -0.02640 3.63903 -2.85028
H11 2.40419 1.79361 -2.93110
H12 -1.54882 3.08429 -3.60595
C6 -0.53030 1.58770 -0.58177
O2 -1.04481 1.99848 0.39338
Cl1 0.64537 -1.52727 -2.30862
O3 -0.23217 -1.16473 2.21006
As1 -1.57187 -2.00582 3.29946
C7 -0.31887 -2.16845 4.84606
C8 0.77164 -3.04459 4.83775
C9 1.64272 -3.03990 5.94240
C10 1.40961 -2.19290 7.03309
C11 0.30672 -1.31415 7.01173
C12 -0.56238 -1.32639 5.92289
C13 -2.92891 -0.49496 3.73760
C14 -4.28360 -0.89240 3.65339
C15 -5.26798 0.04350 3.33952
C16 -4.96481 1.41851 3.33586
C17 -3.62897 1.81236 3.52969
C18 -2.62387 0.85205 3.66417
C19 -1.04815 -3.73565 2.39394
C20 -0.23479 -3.82519 1.24578
C21 -0.27782 -4.99510 0.46587
C22 -1.15478 -6.03893 0.78587
C23 -2.01696 -5.90769 1.88017
C24 -1.95961 -4.76371 2.68355
H13 0.92270 -3.72534 3.99796
H14 2.50417 -3.72000 5.95380
H15 2.04307 -2.23956 7.92803
H16 0.10178 -0.64334 7.84956
H17 -1.43606 -0.65635 5.90699
H18 -4.56280 -1.94114 3.75139
H19 -6.27881 -0.29642 3.09268
H20 -5.75766 2.15045 3.19947
H21 -3.37793 2.87282 3.55926
H22 -1.58914 1.18904 3.72153
H23 0.37898 -2.98735 0.91904
H24 0.37852 -5.07423 -0.40611
H25 -1.18366 -6.95173 0.17995
H26 -2.75042 -6.67834 2.12032
H27 -2.65187 -4.61353 3.50649

---

# 6
This record from the OMol25 dataset describes a structure of composition C47H51ClN3O2P2PtS3Si in a non-equilibrium geometry. The level of theory is ωB97M-V/def2-TZVPD.

Calculated values
E_LUMO (spin up / spin down), eV: -2.51 / -4.92
Expectation value of S²: 6.026
Multiplicity: 5
Max |F|, eV Å⁻¹: 1.5
Energy above the lowest of the compared OMol25 structures with the same formula, charge and spin, kJ/mol: 137.54
Kohn-Sham gap (spin up / spin down), eV: 6.52 / 5.37
Total charge: +1

CARTESIAN COORDINATES (ANGSTROEM)
Pt1 0.00845 -0.44652 -1.20769
C1 2.17683 -0.55027 7.20064
S1 2.79321 1.05971 6.68284
C2 3.19858 0.67657 4.96558
C3 1.99053 0.68065 4.03946
C4 2.35145 0.17478 2.65285
N1 1.27934 0.38038 1.67207
P1 1.36372 1.49723 0.38846
C5 1.91657 3.02513 1.21997
C6 3.02838 3.73691 0.77306
C7 3.38938 4.93434 1.37438
C8 2.64820 5.43805 2.42810
C9 1.53906 4.73839 2.88146
C10 1.17548 3.54818 2.28038
C11 2.75760 1.16954 -0.73246
C12 3.92335 0.47624 -0.42217
C13 4.95895 0.40166 -1.33995
C14 4.84384 1.03226 -2.56961
C15 3.68275 1.72168 -2.88827
C16 2.63959 1.78106 -1.98011
P2 0.05743 -0.75276 1.28080
C17 0.35213 -2.21082 2.32055
C18 0.02206 -2.15955 3.67837
C19 0.24804 -3.24990 4.49814
C20 0.79324 -4.41176 3.97284
C21 1.09843 -4.48563 2.62405
C22 0.87511 -3.39204 1.79962
C23 -1.53503 -0.17596 1.92296
C24 -1.82614 1.17223 2.05815
C25 -3.09657 1.59077 2.42204
C26 -4.09756 0.65634 2.63886
C27 -3.81903 -0.69577 2.49233
C28 -2.54634 -1.11019 2.13848
H1 1.83851 -0.45799 8.22956
H2 2.96266 -1.30237 7.15908
H3 1.33197 -0.87237 6.59473
H4 3.70605 -0.29035 4.94002
H5 3.92772 1.42071 4.64274
H6 1.59643 1.69279 3.96173
H7 1.19990 0.06318 4.47041
H8 2.61795 -0.88626 2.68005
H9 3.23129 0.71635 2.28791
H10 3.62043 3.36823 -0.05230
H11 4.25692 5.46827 1.01451
H12 2.93185 6.36729 2.89970
H13 0.95809 5.11898 3.70918
H14 0.32190 3.01327 2.67287
H15 4.03155 -0.02365 0.53321
H16 5.85586 -0.14796 -1.09377
H17 5.65786 0.98646 -3.27744
H18 3.58834 2.21941 -3.84349
H19 1.73096 2.32061 -2.23170
H20 -0.43643 -1.26883 4.08748
H21 -0.01604 -3.19935 5.54544
H22 0.96299 -5.26545 4.61314
H23 1.50296 -5.39673 2.20812
H24 1.09938 -3.47566 0.75201
H25 -1.06377 1.90977 1.86451
H26 -3.29885 2.64760 2.52418
H27 -5.09065 0.97929 2.91733
H28 -4.59543 -1.43013 2.65654
H29 -2.34229 -2.16864 2.03558
O1 -3.44025 -4.22981 -4.18234
C29 -3.77354 -4.38847 -2.89885
C30 -4.88378 -5.20704 -2.65180
C31 -5.30574 -5.44118 -1.36618
C32 -4.64071 -4.86819 -0.27722
C33 -3.56500 -4.05450 -0.51180
C34 -3.10276 -3.79102 -1.81529
C35 -1.97513 -2.87149 -1.93938
O2 -1.51745 -2.24903 -0.97966
N2 -1.41920 -2.74829 -3.23224
N3 -0.51895 -1.79041 -3.31364
C36 -0.00558 -1.61846 -4.53184
S2 1.03097 -0.28970 -4.78326
C37 1.58581 -0.88872 -6.40795
C38 0.39092 -1.53229 -7.08125
S3 -0.38639 -2.63528 -5.86043
H30 -2.61269 -3.70081 -4.22818
H31 -5.38694 -5.64660 -3.49948
H32 -6.16221 -6.07880 -1.20093
H33 -4.97114 -5.06639 0.72986
H34 -3.03641 -3.58833 0.30790
H35 2.38296 -1.61373 -6.23695
H36 1.97582 -0.04733 -6.97350
H37 0.67857 -2.12229 -7.94935
H38 -0.34879 -0.78710 -7.37667
Cl1 2.76976 -2.06333 -2.52160
C39 1.57673 -2.02018 -1.21611
H39 2.13439 -1.91917 -0.28709
H40 0.99670 -2.93953 -1.26595
C40 -2.01497 0.93038 -3.97225
Si1 -1.70860 1.15483 -2.12268
C41 -3.28871 0.57573 -1.26684
C42 -1.46248 3.01019 -1.85898
C43 -1.10183 3.58526 -0.64205
C44 -0.97119 4.95195 -0.47888
C45 -1.20936 5.80001 -1.54836
C46 -1.58237 5.26338 -2.76851
C47 -1.70292 3.89058 -2.91923
H41 -2.95151 1.44158 -4.20511
H42 -2.16628 -0.11144 -4.23848
H43 -1.24272 1.34775 -4.61105
H44 -4.07232 1.29269 -1.51513
H45 -3.21626 0.51103 -0.18459
H46 -3.59276 -0.39997 -1.64016
H47 -0.91552 2.94843 0.20788
H48 -0.67812 5.35152 0.48176
H49 -1.10751 6.86918 -1.43275
H50 -1.77727 5.91280 -3.61012
H51 -1.98636 3.51426 -3.89078